one.
# C4H12N2

An isolated ion of composition C4H12N2 and charge +1 (the ωB97M-V functional and the def2-TZVPD basis, the Open Molecules 2025 dataset).

**Frontier orbital gap (spin up / spin down)**: 3.7601 / 8.0470 eV
**HOMO (spin up / spin down)**: -7.223 / -11.597 eV

ORCA input file:
```
! RIJCOSX wB97M-V def2-TZVPD def2/J DEFGRID3
* xyz 1 2
N -1.40 2.18 0.32
N 0.97 -1.84 -1.27
C 0.55 -1.08 -0.06
C -0.22 1.21 0.42
C -0.61 -0.15 -0.30
C 1.22 -1.22 1.14
H -2.03 1.91 -0.44
H 2.12 -1.83 1.13
H 0.59 1.75 -0.10
H 1.73 -2.50 -1.05
H -1.11 3.16 0.07
H 1.26 -1.17 -1.97
H -2.01 2.20 1.14
H 0.11 0.99 1.50
H 0.15 -2.33 -1.61
H -1.50 -0.53 0.26
H 1.04 -0.87 2.12
H -0.85 0.12 -1.32
*
```

Atom charges from the Löwdin analysis, given in e for atoms 1 to 4: 0.159, 0.188, -0.447, -0.142

---

two.
# C4H12N2

A 2-piece molecular cluster, C4H12N2 overall (the ωB97M-V functional and the def2-TZVPD basis, the Open Molecules 2025 dataset).

**Frontier orbital gap (spin up / spin down)**: 8.4824 / 4.6035 eV
**HOMO (spin up / spin down)**: -12.708 / -12.708 eV

ORCA input file:
```
! RIJCOSX wB97M-V def2-TZVPD def2/J DEFGRID3
* xyz 1 2
N -2.12 1.16 -1.09
N 0.64 -0.64 0.57
C -2.01 -0.85 -2.45
C 2.47 -0.08 2.11
C 1.46 0.45 1.14
C -2.41 -0.10 -1.37
H -2.95 -0.60 -0.58
H -2.31 -1.88 -2.51
H 2.97 0.71 2.67
H 1.23 -1.38 0.20
H -1.32 1.61 -1.54
H 0.11 -0.26 -0.20
H 0.76 1.13 1.64
H 2.01 -0.70 2.88
H -2.26 1.46 -0.13
H -1.49 -0.41 -3.30
H 1.96 1.05 0.37
H 3.25 -0.67 1.62
*
```

Atom charges from the Löwdin analysis, given in e for atoms 1 to 4: 0.231, -0.022, 0.211, -0.111

---

Stability, highest: two

---

one.
# C11H18N2O2

C11H18N2O2 in the gas phase (the ωB97M-V functional and the def2-TZVPD basis, the Open Molecules 2025 dataset).

**Frontier orbital gap**: 9.5456 eV
**SMILES string**: CN(C)CC#CCOCCOCCC#N
**HOMO**: -8.810 eV

ORCA input file:
```
! RIJCOSX wB97M-V def2-TZVPD def2/J DEFGRID3
* xyz 0 1
O -2.49 3.06 0.56
O -0.63 0.87 -0.80
N 2.62 -3.45 -0.20
N 0.16 5.42 1.57
C 2.17 -4.13 -1.40
C 3.46 -2.31 -0.51
C -1.44 1.89 -1.33
C -1.70 2.53 1.60
C -0.15 -1.39 -0.50
C 1.51 -3.09 0.67
C -1.43 3.66 2.60
C 0.57 -2.15 0.09
C -2.71 2.18 -0.51
C -0.55 4.65 2.03
C -1.03 -0.44 -1.15
H -3.45 2.68 -1.14
H 3.82 -1.87 0.41
H -0.96 3.26 3.50
H 1.56 -3.50 -2.05
H 0.98 -4.01 0.94
H 3.05 -4.47 -1.95
H 2.93 -1.54 -1.09
H -0.75 2.14 1.21
H 1.59 -5.01 -1.11
H -1.73 1.65 -2.37
H 1.93 -2.66 1.59
H -2.07 -0.63 -0.82
H -3.14 1.24 -0.14
H 4.32 -2.66 -1.09
H -2.24 1.71 2.10
H -0.82 2.80 -1.34
H -0.99 -0.57 -2.24
H -2.37 4.14 2.86
*
```

Atom charges from the Löwdin analysis, given in e for atoms 1 to 4: -0.138, -0.156, -0.282, 0.152

---

two.
# C11H18N2O2

A 2-piece molecular cluster, C11H18N2O2 overall (the ωB97M-V functional and the def2-TZVPD basis, the Open Molecules 2025 dataset).

**Frontier orbital gap (spin up / spin down)**: 7.7982 / 7.7994 eV
**HOMO (spin up / spin down)**: -7.415 / -7.416 eV

ORCA input file:
```
! RIJCOSX wB97M-V def2-TZVPD def2/J DEFGRID3
* xyz 0 1
O -4.23 1.52 0.07
O -2.39 -2.59 0.12
N -1.44 0.12 1.30
N -2.58 -0.29 0.47
C 0.40 0.47 0.05
C 0.07 1.68 -0.80
C -2.95 -1.52 -0.12
C 2.36 -0.76 -0.81
C 0.92 -0.84 -0.51
C -4.03 -1.45 -1.18
C -1.99 1.46 1.37
C 2.80 0.99 1.00
C -3.08 1.06 0.64
C 3.27 -0.35 0.36
C 1.26 0.81 1.33
H -1.73 2.23 2.12
H 1.03 1.98 -1.17
H 4.25 -0.27 -0.08
H 3.05 1.74 0.26
H -0.55 2.51 -0.36
H 0.73 -1.75 0.03
H -3.63 -1.91 -2.17
H 0.92 1.59 1.92
H -0.61 1.31 -1.67
H -4.95 -2.04 -0.78
H -4.35 2.46 0.32
H 3.38 1.17 1.95
H 0.22 -1.03 -1.39
H 1.31 -0.02 2.01
H 3.30 -1.15 1.15
H -4.19 -0.40 -1.43
H 2.38 0.04 -1.53
H 2.64 -1.68 -1.25
*
```

Atom charges from the Löwdin analysis, given in e for atoms 1 to 4: 0.062, 0.043, 0.085, 0.015

---

Stability, highest: one

---

one.
# C2F3N

C2F3N in the gas phase (the ωB97M-V functional and the def2-TZVPD basis, the Open Molecules 2025 dataset).

**Frontier orbital gap**: 14.4188 eV
**SMILES string**: N#CC(F)(F)F
**HOMO**: -13.582 eV

ORCA input file:
```
! RIJCOSX wB97M-V def2-TZVPD def2/J DEFGRID3
* xyz 0 1
F -0.86 0.04 1.24
F -0.93 1.09 -0.60
F -0.97 -1.08 -0.56
N 2.18 0.01 0.00
C -0.44 -0.02 -0.01
C 1.03 -0.04 -0.06
*
```

Atom charges from the Löwdin analysis, given in e for atoms 1 to 4: 0.177, 0.148, 0.188, 0.208

---

two.
# C2F3N

C2F3N as an isolated structure (the ωB97M-V functional and the def2-TZVPD basis, the Open Molecules 2025 dataset).

**Frontier orbital gap (spin up / spin down)**: 7.6087 / 7.6261 eV
**HOMO (spin up / spin down)**: -8.471 / -8.480 eV

ORCA input file:
```
! RIJCOSX wB97M-V def2-TZVPD def2/J DEFGRID3
* xyz 0 1
F -1.21 -0.86 0.74
F -1.20 0.28 -1.09
F 1.51 -0.80 -0.60
N 0.28 0.90 0.64
C 1.33 0.27 0.19
C -0.71 0.21 0.12
*
```

Atom charges from the Löwdin analysis, given in e for atoms 1 to 4: 0.193, 0.215, 0.010, 0.111

---

Stability, highest: one

---

one.
# H12NO9

H12NO9 as an isolated structure (the ωB97M-V functional and the def2-TZVPD basis, the Open Molecules 2025 dataset).

**Frontier orbital gap**: 7.8983 eV
**HOMO**: -5.738 eV

ORCA input file:
```
! RIJCOSX wB97M-V def2-TZVPD def2/J DEFGRID3
* xyz -1 1
O -8.83 -15.96 -10.97
O -5.95 -12.64 -9.51
O -6.69 -15.68 -11.47
O -6.64 -15.93 -8.00
O -4.04 -14.00 -11.59
O -7.12 -15.03 -9.55
O -5.19 -15.91 -12.62
O -5.58 -14.18 -10.68
O -8.73 -14.05 -10.10
N -6.42 -15.01 -10.53
H -6.62 -12.24 -10.07
H -5.71 -16.15 -8.10
H -7.85 -14.24 -9.77
H -3.96 -14.95 -11.69
H -5.23 -15.12 -13.16
H -4.93 -13.86 -11.27
H -8.95 -16.61 -10.28
H -5.82 -13.51 -9.89
H -6.83 -15.35 -8.74
H -7.90 -16.01 -11.19
H -5.83 -15.76 -11.92
H -9.11 -14.91 -10.27
*
```

Atom charges from the Löwdin analysis, given in e for atoms 1 to 4: 0.026, 0.002, 0.225, 0.006

---

two.
# H12NO9

A 7-piece molecular cluster, H12NO9 overall (the ωB97M-V functional and the def2-TZVPD basis, the Open Molecules 2025 dataset).

**Frontier orbital gap**: 9.6223 eV
**HOMO**: -6.866 eV

ORCA input file:
```
! RIJCOSX wB97M-V def2-TZVPD def2/J DEFGRID3
* xyz -1 1
O -1.03 0.17 0.11
O -2.28 2.68 0.25
O 2.16 -2.36 0.71
O 0.53 -0.80 -0.91
O 1.06 -2.12 -3.35
O -0.04 0.48 3.47
O 1.09 0.41 0.71
O 1.53 3.18 -0.05
O -2.45 -1.79 -1.84
N 0.21 0.16 -0.16
H -1.95 2.93 1.19
H 0.93 -1.56 -2.52
H -1.93 -2.67 -1.68
H 0.41 -1.91 -3.83
H 1.61 -1.63 0.13
H -2.13 1.86 0.12
H 1.90 -2.71 1.66
H 0.31 0.62 2.59
H -0.98 0.26 3.43
H 1.41 2.26 0.48
H 1.89 3.83 0.52
H -2.24 -1.29 -1.02
*
```

Atom charges from the Löwdin analysis, given in e for atoms 1 to 4: -0.029, -0.020, -0.216, -0.077

---

Stability, highest: two

---

one.
# C3H11NO4

A 3-piece molecular cluster, C3H11NO4 overall (the ωB97M-V functional and the def2-TZVPD basis, the Open Molecules 2025 dataset).

**Frontier orbital gap (spin up / spin down)**: 11.2869 / 5.3351 eV
**HOMO (spin up / spin down)**: -14.617 / -14.612 eV

ORCA input file:
```
! RIJCOSX wB97M-V def2-TZVPD def2/J DEFGRID3
* xyz 1 2
O 0.25 -0.48 -3.38
O 0.78 -0.40 -0.23
O 2.86 -0.10 -2.06
O -0.84 0.71 -1.29
N -0.53 1.03 0.93
C -1.60 -0.68 2.36
C -0.41 0.36 2.21
C -0.15 0.38 -0.26
H -0.35 1.16 2.95
H 2.10 -0.16 -1.45
H 0.10 -1.31 -2.94
H -2.27 -0.74 1.51
H -1.32 1.68 0.86
H -1.16 -1.64 2.58
H 1.21 -0.40 -3.49
H -0.51 0.39 -2.19
H 0.58 -0.10 2.28
H -2.13 -0.27 3.22
H 3.40 0.57 -1.61
*
```

Atom charges from the Löwdin analysis, given in e for atoms 1 to 4: 0.000, 0.157, -0.056, 0.190

---

two.
# C3H11NO4

A 3-piece molecular cluster, C3H11NO4 overall (the ωB97M-V functional and the def2-TZVPD basis, the Open Molecules 2025 dataset).

**Frontier orbital gap (spin up / spin down)**: 11.0302 / 5.7635 eV
**HOMO (spin up / spin down)**: -14.483 / -14.482 eV

ORCA input file:
```
! RIJCOSX wB97M-V def2-TZVPD def2/J DEFGRID3
* xyz 1 2
O -1.65 0.23 0.90
O -0.30 0.98 -0.70
O -2.11 -2.61 -1.34
O -1.19 0.69 -2.90
N 0.68 -0.09 2.57
C -0.56 0.45 0.46
C 0.78 0.03 1.10
C 1.91 1.03 0.84
H -0.73 -0.08 -3.28
H 1.59 2.07 1.00
H 2.13 0.94 -0.22
H -2.15 0.58 -2.81
H -2.03 -2.16 -0.50
H 1.37 -0.57 3.15
H 1.09 -0.90 0.63
H 2.82 0.83 1.41
H -1.51 -3.33 -1.56
H -0.86 1.04 -1.63
H 0.72 0.89 2.88
*
```

Atom charges from the Löwdin analysis, given in e for atoms 1 to 4: 0.144, 0.072, -0.047, 0.052

---

Stability, highest: one

---

one.
# C3H7N5

C3H7N5 as an isolated structure (the ωB97M-V functional and the def2-TZVPD basis, the Open Molecules 2025 dataset).

**Frontier orbital gap**: 8.9124 eV
**HOMO**: -8.170 eV

ORCA input file:
```
! RIJCOSX wB97M-V def2-TZVPD def2/J DEFGRID3
* xyz 0 1
N 0.86 0.42 -1.86
N -0.81 0.15 -0.09
N 2.43 -0.94 0.17
N 1.20 -0.28 0.44
N -1.14 -1.46 1.69
C -1.77 1.22 -0.28
C -0.67 -0.63 0.91
C 0.62 0.25 -0.63
H -2.71 0.97 0.21
H 2.62 -1.58 0.93
H 2.37 -1.45 -0.71
H 0.93 1.40 -2.15
H -1.38 2.15 0.15
H -1.92 1.37 -1.35
H -0.63 -1.62 2.56
*
```

Atom charges from the Löwdin analysis, given in e for atoms 1 to 4: 0.086, -0.046, 0.028, -0.034

---

two.
# C3H7N5

C3H7N5 in the gas phase (the ωB97M-V functional and the def2-TZVPD basis, the Open Molecules 2025 dataset).

**Frontier orbital gap**: 8.8777 eV
**SMILES string**: [H]/N=C\N/C=N\C=N/N
**HOMO**: -8.611 eV

ORCA input file:
```
! RIJCOSX wB97M-V def2-TZVPD def2/J DEFGRID3
* xyz 0 1
N -1.11 0.62 -0.07
N 0.17 -0.10 -2.07
N 0.94 -1.58 -0.12
N -0.38 0.32 2.52
N 0.52 0.82 1.65
C -1.07 0.23 -1.24
C 0.15 1.07 0.39
C 0.80 -1.33 -1.34
H -2.17 0.35 -1.70
H 0.06 -0.59 -2.93
H 0.05 0.55 3.63
H -1.46 0.86 2.58
H 0.94 0.96 -0.61
H 0.57 -0.99 0.81
H 1.75 -1.56 -2.01
*
```

Atom charges from the Löwdin analysis, given in e for atoms 1 to 4: 0.019, -0.001, 0.078, -0.112

---

Stability, highest: one